1.
C23H37GeNO5P2SeTi as an isolated structure at a distorted geometry, computed with wB97M-V/def2-TZVPD.

The geometry in XYZ format:
```
71
Properties=species:S:1:pos:R:3:forces:R:3:mulliken_spin:R:1
Ti -0.583999 -0.760612 -0.459826 0.3 0.6 0.3 1.78
O -0.102818 3.214009 1.004720 -0.2 0.8 0.3 0.02
C -0.372119 2.208696 0.392804 0.1 -0.2 -1.8 0.01
O -0.123795 1.004129 0.741693 -0.1 -0.1 -0.5 -0.05
C -1.000454 2.305021 -1.106596 -0.1 -2.7 1.4 0.05
C -1.342495 3.371372 -1.898799 0.6 1.0 0.4 -0.02
C -1.700073 3.209960 -3.213775 -0.2 0.8 -1.2 0.03
C -1.860038 1.925099 -3.671560 -0.9 -0.1 -2.7 -0.01
C -1.671527 0.884015 -2.832304 0.6 -1.8 2.4 0.07
N -1.211332 1.035018 -1.569587 0.1 1.8 -0.5 -0.05
C -1.835650 -0.609538 -3.138120 0.4 0.7 0.7 0.00
O -2.015277 -0.936632 -4.279371 -0.4 -0.7 -1.1 0.02
O -1.671422 -1.361919 -2.092925 -0.3 0.0 -0.9 -0.06
H -1.254429 4.366565 -1.545407 0.3 0.7 0.6 0.00
H -1.815142 4.084387 -3.921226 0.0 -1.1 1.1 0.00
H -2.173227 1.685393 -4.718124 0.4 0.3 1.0 0.00
C -3.123688 1.141015 1.384664 0.9 0.5 -1.2 0.02
P -2.524163 -0.591034 1.031600 -0.4 0.7 1.1 0.05
C -4.149452 -1.245700 0.651256 -1.9 -0.1 -1.2 0.02
C -2.152775 -1.159987 2.773095 2.1 -1.0 -0.3 -0.02
C -3.011215 -0.954130 3.834182 -0.8 -0.7 0.0 0.00
C -2.716551 -1.358581 5.134520 2.0 0.3 -0.3 0.00
C -1.446439 -1.932299 5.425484 -0.8 0.2 -1.7 0.00
C -0.569068 -2.219315 4.378050 -3.8 2.3 -2.0 0.00
C -0.898808 -1.809857 3.027883 -0.1 0.6 0.9 0.00
P 0.410593 -1.768834 1.682493 -0.8 -1.4 1.0 0.06
C 1.706749 -0.770991 2.442605 -1.0 1.5 -1.9 0.00
C 1.281693 -3.389013 1.960786 -0.1 1.7 -0.2 0.01
H -4.032681 1.184038 1.943554 -0.4 -0.2 0.8 0.00
H -3.382832 1.661861 0.450647 0.1 -0.5 -0.2 0.00
H -2.338986 1.795906 1.772107 -0.2 -0.4 0.5 0.00
H -4.920347 -0.996303 1.398412 0.3 -0.2 -0.1 0.00
H -4.294012 -2.278752 0.326663 0.6 -0.2 0.6 0.00
H -4.491462 -0.750774 -0.290804 0.4 0.2 0.6 0.00
H -3.986180 -0.581410 3.526894 0.0 0.3 0.7 0.00
H -3.326182 -1.067472 5.952414 -0.8 0.0 0.5 0.00
H -1.119513 -2.162323 6.417674 -0.2 -0.1 0.5 0.00
H 0.293203 -2.699143 4.586234 2.9 -1.4 0.5 0.00
H 1.979738 -1.339886 3.281072 1.0 -0.2 1.3 0.00
H 1.176349 0.184276 2.667536 1.0 -0.4 0.0 0.00
H 2.478885 -0.669501 1.625387 -0.5 0.1 1.2 0.00
H 1.451641 -3.532384 3.030762 0.1 -0.1 -0.2 0.00
H 2.233260 -3.129336 1.455259 -0.3 -1.1 0.1 0.00
H 0.661209 -4.162431 1.555992 0.2 -0.7 -0.4 0.00
C -0.065640 -4.625331 -1.444117 0.7 -0.6 1.1 0.01
O -0.695430 -3.521334 -0.885128 -1.5 1.0 0.3 0.02
H -0.628466 -5.560081 -1.370717 -0.2 0.1 0.0 0.00
H 0.863193 -4.745062 -0.893791 0.2 -0.2 0.0 0.00
H 0.183731 -4.408853 -2.438723 0.4 0.0 -1.7 0.00
H -1.438964 -3.260241 -1.473227 0.6 0.1 0.4 0.00
C 3.497316 2.117844 0.841434 1.0 -0.3 -0.6 0.00
Ge 3.208811 2.367710 -1.078180 0.2 -0.6 -0.2 0.00
C 2.462112 4.167999 -1.126323 0.6 0.8 -0.3 0.00
C 4.925050 2.213335 -2.047531 0.0 2.1 1.7 0.00
C 2.048193 1.162487 -2.192851 -0.5 1.2 1.4 0.02
Se 1.994754 -0.629776 -1.494947 0.1 -0.5 -0.5 0.01
C 1.609122 -1.375479 -3.261207 -1.1 0.0 0.9 0.01
H 2.676293 2.293646 1.503819 -0.5 0.7 0.2 0.00
H 4.367530 2.783802 0.932734 -0.6 0.5 0.5 0.00
H 3.948674 1.197689 1.162396 0.0 -0.9 -0.2 0.00
H 2.500750 4.869019 -1.998705 -0.4 -1.1 0.4 0.00
H 2.916335 4.756958 -0.345076 0.7 0.1 0.4 0.00
H 1.503007 4.003615 -0.672663 -1.0 0.2 -0.4 0.00
H 5.328687 1.286009 -2.335607 0.1 -1.4 -0.2 0.00
H 5.726147 2.751377 -1.434769 -1.0 -0.4 -1.1 0.00
H 4.591005 2.769784 -2.919284 0.8 0.3 -0.4 0.00
H 2.516657 1.204520 -3.163998 -0.1 -0.2 -0.4 0.00
H 1.022058 1.575450 -2.190918 0.7 -0.3 -0.4 0.00
H 2.286424 -0.950805 -3.930747 1.2 0.5 -1.1 0.00
H 0.622949 -1.030527 -3.492280 -0.5 0.3 -0.3 0.00
H 1.574533 -2.436358 -3.367614 0.3 -0.8 0.4 0.00
```
Forces are in eV/Å.

## Properties
highest occupied orbital energy (spin up / spin down)	-6.22 / -8.89	eV
net charge	0
LUMO level (spin up / spin down)	0.4 / 0.2	eV
spin multiplicity	3


2.
A 2-piece molecular cluster, C7H14O overall at a distorted geometry, computed with wB97M-V/def2-TZVPD.

The geometry in XYZ format:
```
22
Properties=species:S:1:pos:R:3:forces:R:3:lowdin_charge:R:1
C -2.511044 -0.520037 0.190932 0.8 -0.1 -1.2 0.03
C -2.264143 -0.382031 -1.112256 -0.4 -0.6 -0.2 -0.15
C -0.927665 -0.077956 -1.699716 -0.1 1.7 1.5 -0.32
C -0.849416 1.063868 -2.393626 0.5 -1.2 -0.9 0.05
C 0.290696 -0.732318 -1.120873 1.2 -1.2 -0.2 -0.18
C 0.889067 -0.309236 0.256829 -1.1 -0.3 -0.5 -0.25
C 0.928842 1.190705 0.386013 0.2 1.2 0.3 -0.12
H -1.639941 -0.417997 0.821327 -0.5 -0.1 0.7 0.04
H -3.508590 -0.787793 0.498186 0.1 0.2 0.5 0.05
H -3.111388 -0.464367 -1.788830 0.1 0.1 -0.2 0.10
H 0.101929 1.483575 -2.697855 0.0 0.0 0.0 0.07
H -1.729797 1.449318 -2.864528 -0.4 0.6 0.1 0.06
H 0.138488 -1.816578 -1.123864 -0.3 0.0 0.3 0.11
H 1.145477 -0.665294 -1.798198 -0.2 0.5 -0.4 0.11
H 1.854303 -0.803454 0.359309 0.2 0.3 -0.1 0.11
H 0.282955 -0.756055 1.048042 0.0 0.2 0.1 0.08
H 1.660268 1.715922 -0.238452 0.3 -0.5 0.0 0.08
H 1.112089 1.538302 1.406469 0.1 -0.2 0.0 0.06
H 0.000713 1.679102 0.076555 -0.2 -0.4 0.2 0.07
O 3.133825 -0.382015 3.797824 0.1 0.2 -0.1 -0.06
H 2.584152 -1.097770 4.124997 -0.1 0.1 0.0 0.03
H 2.611651 0.426128 3.875704 0.0 -0.3 0.0 0.03
```
Forces are in eV/Å.

## Properties
highest occupied orbital energy	-8.95	eV
net charge	0
LUMO level	0.8	eV
structure (SMILES)	C=CC(=C)CCC.O


3.
One molecule with the formula C5H6O3 at a distorted geometry, computed with wB97M-V/def2-TZVPD.

The geometry in XYZ format:
```
14
Properties=species:S:1:pos:R:3:forces:R:3:lowdin_charge:R:1
C 0.069164 -2.204442 -1.321676 0.4 0.5 0.6 0.18
C 0.589096 -1.525018 -0.476646 -0.3 -0.9 -0.7 -0.03
C 1.204448 -0.671143 0.501457 0.0 0.8 0.2 -0.35
O 1.872539 -1.074148 1.416883 0.0 0.0 -0.1 0.15
C 0.925528 0.841548 0.282323 0.3 0.3 0.5 -0.37
O 0.836192 1.175275 -1.063897 -0.1 0.1 0.0 0.03
O -0.167806 1.256851 1.061317 0.3 0.0 0.0 -0.10
C -1.447292 0.804020 0.667111 -0.1 -0.1 0.1 -0.08
H -0.371446 -2.825524 -2.046352 -0.2 -0.3 -0.4 0.04
H 1.776474 1.400772 0.687693 -0.1 -0.3 -0.1 0.17
H 0.094147 0.712953 -1.469841 0.0 -0.2 -0.1 0.08
H -2.128108 1.184176 1.427026 -0.1 -0.1 -0.1 0.10
H -1.512442 -0.288980 0.639922 0.0 0.1 0.0 0.09
H -1.740495 1.213661 -0.305320 0.0 0.0 0.0 0.09
```
Forces are in eV/Å.

## Properties
highest occupied orbital energy	-10.03	eV
net charge	0
LUMO level	-0.2	eV
structure (SMILES)	C#CC(=O)[C@@H](O)OC


4.
An isolated ion of composition C3H9N4O and charge +1 at a distorted geometry, computed with wB97M-V/def2-TZVPD.

The geometry in XYZ format:
```
17
Properties=species:S:1:pos:R:3:forces:R:3:lowdin_charge:R:1
N 3.325582 0.271495 0.065586 -0.3 3.5 -1.1 0.14
N 2.143237 -0.226455 0.227774 -1.7 -0.8 -1.2 0.10
C 1.005619 -0.445033 0.077759 2.6 -0.4 0.4 0.08
C -0.302712 -0.976648 0.351288 -1.9 -0.8 0.4 -0.23
O -0.813934 -1.852812 -0.652730 1.3 4.0 -1.3 0.03
C -1.073290 0.507320 0.314170 2.4 -1.3 0.9 -0.40
N -0.240410 1.236648 -0.727432 -2.3 -1.8 0.0 0.09
N -2.419135 0.386649 0.225825 -5.2 -0.2 -1.0 0.05
H 3.510818 0.915306 -0.741731 -1.2 -0.5 1.0 0.17
H 4.046028 -0.351209 0.061640 2.1 -2.6 0.7 0.09
H -0.314480 -1.615044 1.301302 0.2 1.7 -0.7 0.19
H -1.049275 -2.659465 -0.301368 -0.7 -2.7 1.4 0.06
H -0.846756 0.999156 1.258582 0.1 -0.2 0.2 0.15
H -0.875136 1.278682 -1.537031 0.9 0.3 0.0 0.12
H -0.041348 2.156566 -0.403770 -0.1 0.9 0.1 0.09
H -3.016523 0.285459 1.081060 1.4 0.4 -1.1 0.13
H -3.038283 0.089392 -0.600917 2.3 0.5 1.4 0.15
```
Forces are in eV/Å.

## Properties
highest occupied orbital energy	-13.05	eV
net charge	+1
LUMO level	-3.7	eV
structure (SMILES)	N[N+]#C[C@H](O)C(N)N